# 1
The following is a quantum chemistry calculation of C28H25EuF5NOS as an isolated structure at a distorted geometry, from the OMol25 dataset.

Geometry as XYZ:
```
62
Properties=species:S:1:pos:R:3:mulliken_spin:R:1
C 2.41 -0.08 1.84 -0.007
C 2.29 -0.85 0.66 -0.002
C 1.87 0.00 -0.39 -0.007
H 2.56 -1.90 0.54 0.001
C 1.73 1.33 0.13 -0.001
C 2.07 1.28 1.52 0.016
H 1.45 2.22 -0.43 -0.004
C -1.47 -2.77 2.06 0.002
C -0.16 -3.01 1.56 -0.004
C -0.20 -2.87 0.15 0.006
H 0.73 -3.24 2.16 0.003
C -1.54 -2.51 -0.23 -0.007
C -2.31 -2.48 0.96 0.006
H 1.77 -0.28 -1.44 0.002
H 2.11 2.12 2.21 0.002
H 2.80 -0.44 2.79 0.001
H -3.36 -2.20 1.01 0.001
H 0.66 -3.01 -0.51 0.003
H -1.77 -2.80 3.11 0.001
Eu -0.46 0.32 1.14 6.962
C -1.93 -1.81 -1.54 -0.014
C -3.44 -1.77 -1.83 0.001
C -1.11 -2.33 -2.70 0.002
H -3.86 -2.78 -1.86 0.000
H -3.61 -1.32 -2.82 0.000
H -3.99 -1.18 -1.07 -0.001
H -1.31 -3.40 -2.80 -0.001
H -0.03 -2.18 -2.55 0.000
H -1.39 -1.82 -3.64 0.000
C -1.51 -0.38 -1.14 0.027
C -1.78 1.05 -1.60 -0.024
H -0.38 -0.37 -1.11 0.007
H -2.03 -0.30 -0.14 0.010
O -1.97 1.93 -0.70 0.007
N -1.43 1.31 -2.92 0.001
C -0.27 2.18 -3.19 0.003
H -2.14 1.28 -3.65 0.000
C 1.00 1.54 -3.73 -0.002
C 2.17 2.31 -3.58 0.001
H 2.09 3.31 -3.12 0.000
C 3.41 1.76 -3.91 0.000
H 4.33 2.33 -3.71 0.000
C 3.46 0.47 -4.49 0.000
H 4.42 0.03 -4.75 0.000
C 2.28 -0.24 -4.71 0.000
H 2.29 -1.22 -5.17 0.000
C 1.04 0.30 -4.35 0.000
H 0.10 -0.24 -4.45 0.000
H -0.01 2.67 -2.20 0.000
H -0.63 2.88 -3.97 0.000
F 0.66 0.97 8.23 0.000
C 0.13 1.17 7.00 0.000
C -0.63 2.31 6.80 0.000
F -0.87 3.16 7.83 0.000
C -1.15 2.55 5.54 0.004
F -1.96 3.62 5.34 0.000
C -0.86 1.72 4.43 -0.001
S -1.33 2.15 2.86 0.000
C -0.18 0.52 4.70 -0.005
F -0.16 -0.39 3.63 0.011
C 0.34 0.24 5.96 -0.001
F 1.04 -0.88 6.25 0.000
```

Summary:
<S²>: 15.76
Electronic energy (eV): -76730.1306
Strongest force on any atom (eV/A): 3.7
Spin multiplicity: 8
HOMO energy (spin up / spin down) (eV): -3.84 / -4.07
Total charge: -1



# 2
The following is a quantum chemistry calculation of C28H25F5GeMnN3OSTe as an isolated structure, from the OMol25 dataset.

Geometry as XYZ:
```
66
Properties=species:S:1:pos:R:3:mulliken_spin:R:1
Mn -1.20 -0.52 0.66 3.016
C -0.75 -1.62 5.21 0.002
N -1.32 -2.44 4.15 -0.003
C -2.43 -3.25 4.29 0.000
C -2.72 -3.76 3.08 -0.001
N -1.76 -3.25 2.20 -0.003
C -0.93 -2.42 2.87 0.010
S 0.38 -1.51 2.25 -0.016
C -1.75 -3.49 0.81 0.008
C -2.01 -4.77 0.35 -0.003
C -2.07 -4.97 -1.02 0.004
C -1.88 -3.90 -1.87 -0.002
C -1.61 -2.66 -1.32 0.019
N -1.54 -2.45 0.00 -0.061
H -0.97 -2.09 6.17 0.000
H -1.18 -0.62 5.18 0.000
H 0.32 -1.55 5.08 -0.001
H -2.92 -3.39 5.24 0.000
H -3.51 -4.39 2.74 0.000
H -2.15 -5.58 1.05 0.000
H -2.27 -5.96 -1.41 0.000
H -1.93 -4.00 -2.94 0.000
H -1.50 -1.77 -1.94 -0.010
C 0.44 -0.39 -0.40 -0.141
Ge 1.24 1.36 -0.91 -0.024
C 2.46 1.40 0.60 0.001
C 3.37 0.35 0.74 0.005
C 4.26 0.32 1.80 -0.001
C 4.25 1.36 2.73 0.000
C 3.36 2.41 2.59 0.000
C 2.46 2.43 1.54 -0.003
C -0.04 2.78 -1.14 0.003
C -0.66 3.46 -0.09 0.014
C -1.59 4.46 -0.36 0.004
C -1.92 4.77 -1.67 0.001
C -1.32 4.09 -2.72 0.000
C -0.38 3.10 -2.45 -0.007
C 2.17 1.01 -2.58 0.000
C 1.94 -0.12 -3.35 -0.001
C 2.62 -0.32 -4.55 0.000
C 3.55 0.61 -4.98 0.000
C 3.79 1.75 -4.22 0.000
C 3.10 1.95 -3.03 0.002
H 0.98 -1.30 -0.65 0.010
H 3.40 -0.44 0.00 0.000
H 4.96 -0.49 1.90 0.000
H 4.95 1.34 3.56 0.000
H 3.36 3.22 3.31 0.000
H 1.77 3.26 1.45 0.000
H -0.43 3.21 0.94 -0.004
H -2.05 4.99 0.46 0.000
H -2.65 5.54 -1.87 0.000
H -1.58 4.33 -3.74 0.000
H 0.09 2.58 -3.28 0.000
H 1.21 -0.87 -3.04 -0.001
H 2.43 -1.21 -5.14 0.000
H 4.08 0.46 -5.91 0.000
H 4.51 2.48 -4.56 0.000
H 3.30 2.84 -2.45 0.000
F -5.64 1.46 0.27 0.004
Te -3.82 0.94 0.00 0.035
F -4.55 -0.74 -0.29 0.003
F -2.71 -0.65 1.76 0.038
F -4.05 1.44 -1.77 0.001
F -0.81 1.07 1.35 0.027
O -2.12 0.07 -0.71 0.080
```

Summary:
<S²>: 3.83
Electronic energy (eV): -155505.5755
Strongest force on any atom (eV/A): 0.6
Spin multiplicity: 4
HOMO energy (spin up / spin down) (eV): -11.58 / -11.58
Total charge: +1



# 3
The following is a quantum chemistry calculation of C28H25N11O7Rb as an isolated structure at a distorted geometry, from the OMol25 dataset.

Geometry as XYZ:
```
72
Properties=species:S:1:pos:R:3:mulliken_charge:R:1
Rb -3.49 5.37 16.65 0.688
O -0.76 0.91 15.87 -0.845
C -1.53 1.86 16.14 0.152
N -1.27 3.14 15.97 0.001
C -0.16 3.33 15.09 -0.508
C 0.58 4.60 15.33 0.323
C 0.87 5.01 16.64 -0.045
C 1.76 6.00 16.94 -0.407
C 2.31 6.71 15.81 -0.597
C 1.80 6.40 14.54 -0.417
N 0.91 5.41 14.32 -0.614
C -2.86 1.52 16.78 0.251
C -3.20 0.17 16.84 -0.509
C -4.21 -0.23 17.67 -0.260
C -4.90 0.74 18.49 -0.776
C -4.49 2.05 18.28 0.093
N -3.59 2.41 17.41 0.201
H -0.46 3.36 14.01 -0.105
H 0.49 2.49 15.37 0.361
H 0.39 4.29 17.34 0.171
H 1.99 6.21 17.93 0.522
H 2.99 7.52 16.00 0.353
H 2.11 6.99 13.67 0.343
H -2.58 -0.59 16.31 0.331
H -4.41 -1.33 17.75 0.299
H -5.80 0.53 19.04 0.398
H -4.93 2.99 18.86 0.010
N -4.33 9.06 21.04 -0.667
N -3.84 7.75 21.26 -0.023
C -2.85 7.22 20.42 0.602
N -2.35 6.02 20.79 -0.271
N -2.60 7.95 19.30 -0.770
N -1.75 7.38 18.28 0.975
O -1.53 8.08 17.29 -0.560
O -1.47 6.12 18.39 -0.520
H -3.60 9.50 20.47 0.278
H -4.42 9.53 21.95 0.221
H -4.54 7.08 21.42 0.344
H -2.74 5.47 21.54 0.235
H -1.55 5.68 20.29 0.247
O 0.07 5.71 11.71 -0.499
C -0.92 4.91 11.25 0.381
O -0.89 4.21 10.20 -0.618
C -2.21 5.03 11.99 0.231
C -2.95 3.81 11.90 -0.707
C -4.33 3.89 12.19 -0.717
C -4.88 4.89 12.98 0.973
C -4.08 6.06 13.19 -0.720
C -2.77 6.09 12.76 0.004
N -6.15 4.75 13.48 0.436
C -7.25 3.97 13.01 -0.508
C -8.36 4.33 13.70 0.394
C -9.68 3.81 13.70 -0.743
C -10.50 4.23 14.72 -0.193
C -10.06 5.17 15.75 -0.755
C -8.76 5.60 15.76 -0.200
N -7.90 5.14 14.74 0.131
H 0.33 5.64 12.67 0.628
H -2.52 2.89 11.49 0.390
H -5.08 3.13 11.91 0.153
H -4.55 6.89 13.70 0.488
H -2.13 6.92 13.08 0.452
H -7.18 3.38 12.13 0.394
H -10.06 3.10 12.85 0.247
H -11.47 3.77 14.85 0.388
H -10.76 5.60 16.41 0.419
H -8.32 6.33 16.40 0.471
O -6.01 6.24 15.35 -0.720
C -6.58 5.47 14.60 0.117
O -5.43 5.12 21.51 -0.827
C -5.32 4.71 20.35 0.705
N -5.08 4.33 19.22 -0.703
```

Summary:
Electronic energy (eV): -60817.7783
Strongest force on any atom (eV/A): 4.9
Spin multiplicity: 1
HOMO energy (eV): -4.56
Total charge: -1



# 4
The following is a quantum chemistry calculation of C28H25N4O4RuS as an isolated structure at a distorted geometry, from the OMol25 dataset.

Geometry as XYZ:
```
63
Properties=species:S:1:pos:R:3:mulliken_spin:R:1
Ru 0.50 0.10 0.64 0.995
N 2.06 1.58 -0.11 -0.013
N 2.75 1.02 -1.19 -0.005
C 2.23 -0.16 -1.78 -0.004
O 2.70 -0.50 -2.85 0.004
O 1.34 -0.76 -1.07 0.073
H 1.48 2.36 -0.40 -0.001
H 2.72 1.91 0.59 0.002
H 3.22 1.66 -1.82 -0.001
C -2.24 -1.66 -3.77 0.001
C -3.34 -0.60 -3.81 -0.003
C -4.69 -1.28 -3.58 0.000
C -3.33 0.07 -5.19 0.000
C -3.13 0.47 -2.74 -0.003
C -4.04 1.55 -2.64 0.002
C -3.90 2.56 -1.71 0.000
C -2.81 2.49 -0.83 0.002
S -2.35 3.56 0.46 0.007
C -1.01 2.54 0.81 -0.014
N -0.89 1.51 0.03 -0.010
C -1.92 1.43 -0.91 0.016
C -2.06 0.43 -1.87 -0.008
C -0.12 2.61 1.98 -0.023
C -0.08 3.69 2.84 -0.019
C 0.75 3.64 3.96 0.036
C 1.49 2.49 4.21 -0.026
C 1.44 1.41 3.34 0.039
C 0.66 1.45 2.19 -0.074
H -2.43 -2.40 -4.55 0.000
H -2.21 -2.18 -2.81 0.000
H -1.25 -1.23 -3.96 0.000
H -4.86 -2.04 -4.34 0.000
H -5.52 -0.57 -3.61 0.000
H -4.71 -1.78 -2.60 0.000
H -3.47 -0.68 -5.97 0.000
H -2.38 0.58 -5.37 0.000
H -4.13 0.81 -5.30 0.000
H -4.89 1.60 -3.31 0.000
H -4.60 3.38 -1.67 0.000
H -1.33 -0.37 -1.89 0.007
H -0.68 4.57 2.65 0.000
H 0.80 4.49 4.63 0.003
H 2.11 2.44 5.09 -0.002
H 2.01 0.52 3.58 0.012
O -1.51 -3.26 1.47 0.019
C -0.74 -2.34 1.34 0.003
O -0.95 -1.25 0.64 0.013
C 0.63 -2.42 1.97 -0.007
C 0.93 -3.48 2.86 0.006
C 2.19 -3.57 3.36 -0.002
C 3.17 -2.66 2.93 0.001
C 4.53 -2.77 3.33 0.000
C 5.46 -1.91 2.86 0.000
C 5.09 -0.89 1.96 -0.001
C 3.79 -0.74 1.56 -0.002
C 2.79 -1.62 2.05 -0.008
N 1.48 -1.49 1.64 -0.028
H 0.14 -4.17 3.10 0.000
H 2.45 -4.35 4.06 0.000
H 4.81 -3.58 4.00 0.000
H 6.50 -2.01 3.16 0.000
H 5.84 -0.22 1.56 0.000
H 3.51 0.00 0.86 0.009
```

Summary:
<S²>: 0.76
Electronic energy (eV): -57012.1288
Strongest force on any atom (eV/A): 1.3
Spin multiplicity: 2
HOMO energy (spin up / spin down) (eV): -8.11 / -8.24



# 5
The following is a quantum chemistry calculation of C28H26BGeN6Tc as an isolated structure at a distorted geometry, from the OMol25 dataset.

Geometry as XYZ:
```
63
Properties=species:S:1:pos:R:3:mulliken_spin:R:1
Tc 1.02 -0.17 1.79 2.820
C -1.00 0.85 5.35 -0.003
C -0.38 1.29 4.21 0.042
N 0.40 0.26 3.69 0.050
N 0.15 -0.84 4.46 0.004
C -0.68 -0.49 5.48 0.056
B 0.46 -2.29 3.96 -0.061
N -0.39 -2.45 2.68 0.018
C -0.79 -3.66 2.24 0.036
C -1.42 -3.49 1.00 0.004
C -1.17 -2.16 0.62 0.005
N -0.62 -1.47 1.70 0.096
N 1.96 -2.27 3.56 0.037
C 3.06 -2.84 4.14 0.074
C 4.22 -2.26 3.61 -0.001
C 3.78 -1.24 2.80 0.059
N 2.40 -1.27 2.69 0.007
H -1.65 1.47 5.96 0.000
H -0.38 2.30 3.81 -0.001
H -0.89 -1.28 6.32 0.001
H 0.24 -3.16 4.79 0.000
H -0.66 -4.54 2.93 0.002
H -2.14 -4.12 0.44 0.002
H -1.51 -1.67 -0.31 -0.014
H 2.99 -3.61 4.92 0.004
H 5.29 -2.53 3.71 0.000
H 4.42 -0.57 2.25 -0.005
C 0.88 1.20 0.64 -0.344
Ge 0.14 1.26 -1.25 0.001
C 0.77 2.62 -2.51 0.007
C 1.01 2.18 -3.87 0.002
C 1.61 3.02 -4.76 -0.001
C 1.96 4.34 -4.37 0.001
C 1.62 4.78 -3.13 -0.001
C 0.97 3.89 -2.21 0.002
C -1.78 1.65 -1.27 0.017
C -2.33 1.92 -2.55 -0.006
C -3.72 1.86 -2.69 0.000
C -4.56 1.66 -1.63 0.001
C -4.03 1.42 -0.33 0.000
C -2.64 1.40 -0.16 0.000
C 0.16 -0.42 -2.24 0.052
C -0.99 -1.15 -2.60 -0.018
C -0.92 -2.40 -3.19 0.000
C 0.35 -2.96 -3.55 0.002
C 1.50 -2.23 -3.19 0.002
C 1.41 -1.01 -2.55 -0.003
H 1.43 2.12 0.91 0.048
H 0.78 1.14 -4.15 -0.001
H 1.84 2.65 -5.75 0.000
H 2.29 5.09 -5.13 0.000
H 1.74 5.83 -2.83 0.000
H 0.57 4.36 -1.28 0.000
H -1.65 2.13 -3.41 -0.001
H -4.08 2.10 -3.68 0.000
H -5.67 1.65 -1.81 0.000
H -4.63 1.51 0.59 0.000
H -2.18 1.18 0.83 0.006
H -1.96 -0.78 -2.34 -0.002
H -1.87 -2.94 -3.33 0.000
H 0.42 -3.91 -4.11 0.000
H 2.51 -2.51 -3.53 0.000
H 2.35 -0.44 -2.36 0.003
```

Summary:
<S²>: 3.81
Electronic energy (eV): -97780.0656
Strongest force on any atom (eV/A): 4.6
Spin multiplicity: 4
HOMO energy (spin up / spin down) (eV): -10.59 / -11.04
Total charge: +1



# 6
The following is a quantum chemistry calculation of C28H26BaClIN5O5P2S2Se as an isolated structure at a distorted geometry, from the OMol25 dataset.

Geometry as XYZ:
```
72
Properties=species:S:1:pos:R:3:mulliken_spin:R:1
Ba 0.27 0.08 0.85 0.017
C 2.78 2.02 -1.98 0.001
P 2.22 2.13 -0.17 0.000
C 3.95 2.36 0.43 0.000
C 1.61 3.90 -0.29 0.000
C 0.62 4.31 0.79 0.000
P -0.42 2.89 1.41 0.001
C -2.08 3.64 0.91 -0.002
C -0.66 3.32 3.18 0.000
H 3.40 1.12 -2.07 0.001
H 3.36 2.88 -2.32 0.000
H 1.92 1.89 -2.64 0.000
H 4.41 3.23 -0.04 0.000
H 4.51 1.46 0.17 0.000
H 3.95 2.45 1.51 0.000
H 1.14 3.98 -1.27 0.001
H 2.47 4.58 -0.27 0.000
H -0.04 5.10 0.41 0.000
H 1.16 4.67 1.67 0.000
H -2.22 4.63 1.34 0.000
H -2.89 2.99 1.25 0.000
H -2.15 3.71 -0.17 -0.002
H -0.74 4.40 3.32 0.000
H 0.18 2.93 3.74 0.000
H -1.57 2.84 3.53 0.000
Se -7.97 1.09 -0.83 0.003
N -7.03 -0.15 0.04 -0.002
C -5.76 0.05 -0.21 -0.003
C -4.70 -0.72 0.38 0.002
C -4.97 -1.80 1.23 0.000
C -3.91 -2.44 1.84 0.000
C -2.62 -1.95 1.60 -0.001
N -2.36 -0.96 0.78 0.001
C -3.36 -0.36 0.15 -0.008
C -3.04 0.68 -0.84 0.013
N -1.78 0.86 -1.11 0.034
C -1.42 1.74 -2.18 -0.141
C -2.45 2.77 -2.51 0.045
C -3.74 2.56 -2.21 0.050
C -4.11 1.43 -1.41 -0.009
C -5.44 1.15 -1.08 -0.007
N -6.50 1.84 -1.51 0.010
H -6.00 -2.10 1.40 0.000
H -4.08 -3.27 2.50 0.000
H -1.76 -2.39 2.08 0.000
H -0.44 2.17 -1.94 0.019
H -2.13 3.64 -3.07 -0.014
H -4.53 3.25 -2.49 -0.001
Cl 3.76 -5.93 -1.74 0.000
C 2.78 -4.75 -0.92 0.000
C 2.72 -4.78 0.46 0.000
C 1.91 -3.88 1.11 0.001
I 1.71 -3.91 3.21 0.000
C 1.13 -2.89 0.48 -0.003
O 0.33 -2.15 1.09 -0.002
C 1.30 -2.82 -0.96 0.003
N 0.66 -1.82 -1.57 -0.009
C 0.72 -1.73 -2.88 -0.025
C 1.42 -2.65 -3.67 0.013
C 2.12 -3.66 -3.07 0.002
C 2.09 -3.77 -1.66 0.000
H 3.29 -5.52 1.01 0.000
H 0.17 -0.90 -3.32 0.041
H 1.43 -2.55 -4.75 0.001
H 2.69 -4.38 -3.65 0.000
S -1.93 0.89 -4.84 0.282
C -1.19 0.90 -3.43 0.687
O 2.87 1.06 3.84 0.000
S 1.96 1.02 2.71 -0.001
O 2.46 0.14 1.62 0.000
O 0.60 0.56 3.08 0.000
O 1.81 2.42 2.16 0.000
```

Summary:
<S²>: 0.76
Electronic energy (eV): -174058.8970
Strongest force on any atom (eV/A): 6.4
Spin multiplicity: 2
HOMO energy (spin up / spin down) (eV): -1.90 / -1.95
Total charge: -2